54
Properties=species:S:1:pos:R:3 method="wB97M-V/def2-TZVPD" orbital_gap_ev=8.01 smiles="COCCn1c(=O)[nH]c2cc(C(=O)N3CCN(c4cccc(Cl)c4)CC3)ccc2c1=O"
C -1.521 1.797 -0.037
H -1.342 2.544 -0.795
C 3.157 2.293 0.759
H 2.962 3.335 1.014
H 1.023 -0.265 0.348
C -2.749 1.141 0.025
N -3.751 1.402 -0.874
C -1.986 -0.080 1.964
H -5.953 -1.587 -1.827
H -7.687 -1.683 -1.454
C -0.534 1.501 0.886
H 2.623 -0.322 1.129
H -0.009 0.369 2.635
C 3.810 2.185 -0.627
C -4.271 -0.502 1.095
H 3.169 2.675 -1.368
C 6.298 -1.877 0.029
Cl 6.226 -3.510 0.603
C 0.739 2.293 0.854
C 5.125 0.109 -0.677
C 7.528 -1.274 -0.159
H 3.820 1.847 1.509
C 2.007 0.201 0.389
O 0.716 3.507 0.938
N -5.189 -0.150 0.114
C -0.773 0.567 1.899
N 3.964 0.794 -1.002
H 2.791 -0.903 -1.322
C -5.330 -3.589 -0.279
C -2.982 0.192 1.025
H -3.613 2.112 -1.581
C 2.682 0.129 -0.994
C 6.373 0.713 -0.880
H 2.042 0.649 -1.717
H -4.601 -3.377 -1.072
H -6.624 -1.288 1.072
H 4.189 -1.736 -0.032
O -6.615 -3.140 -0.640
H 6.430 1.716 -1.271
H -2.200 -0.804 2.735
H 4.772 2.691 -0.610
C 7.544 0.033 -0.620
H -4.985 -3.137 0.656
C -4.988 0.806 -0.867
H 8.491 0.524 -0.788
C -6.503 -0.782 0.114
H 8.441 -1.808 0.042
H -7.246 0.011 0.015
C -6.686 -1.798 -1.035
N 1.892 1.587 0.778
O -4.539 -1.335 1.935
O -5.835 1.103 -1.676
C 5.111 -1.211 -0.215
H -5.412 -4.666 -0.144

---

57
Properties=species:S:1:pos:R:3 method="wB97M-V/def2-TZVPD" s2=0.755 spin_multiplicity=2 orbital_gap_ev="6.76 / 6.35"
C -2.224 2.175 -3.037
C -1.708 2.550 -0.384
C -0.259 0.591 -3.020
H -3.625 2.508 3.238
C 0.770 -0.740 2.555
N -1.995 -2.036 -0.482
C -2.984 3.095 -2.327
O 0.029 2.367 1.293
C -0.428 2.560 4.529
Si 2.124 -2.666 -0.712
Cu 0.154 -0.146 -0.312
O -0.085 0.151 1.909
H 3.037 -3.085 1.773
C -1.321 2.782 1.060
C 0.722 -0.923 3.923
C 2.403 -2.600 3.741
C 1.594 -2.460 -2.491
C 0.289 1.913 3.615
O -0.592 0.200 -4.241
H -3.239 4.046 -0.413
H 3.071 -3.323 4.193
N 1.484 -1.406 0.318
C -1.838 1.781 2.146
O -1.697 -2.068 0.687
H -1.308 4.306 2.228
O -1.339 -1.147 -1.178
C -2.708 3.304 -0.992
H 2.085 -1.606 -2.960
C -1.252 1.483 -2.352
H 2.024 -4.816 0.611
C 1.551 -1.536 1.699
H -2.375 0.936 1.717
H 4.438 -2.943 0.240
H -3.757 3.666 -2.823
H 1.878 -3.367 -3.033
H 1.354 1.746 3.720
O -1.531 4.127 1.304
O 0.784 0.322 -2.474
H 1.536 -5.042 -1.069
C -2.550 2.383 3.308
C -1.882 2.763 4.396
H 4.334 -1.588 -0.889
H 0.017 -0.356 4.517
H 4.402 -3.250 -1.502
H 0.107 -0.396 -4.555
H 0.507 -2.337 -2.568
C 3.999 -2.614 -0.705
H -2.410 3.212 5.229
H 0.431 -4.272 0.081
H 1.526 -1.975 5.610
C 1.481 -4.358 -0.218
C 2.384 -2.460 2.364
H -2.368 2.000 -4.093
H 0.059 2.941 5.418
N -1.016 1.633 -1.045
C 1.555 -1.845 4.537
C -0.350 1.457 2.343

---

56
Properties=species:S:1:pos:R:3 method="wB97M-V/def2-TZVPD" s2=6.031 total_charge=+2 spin_multiplicity=5 orbital_gap_ev="8.68 / 6.41"
H 3.379 -1.319 2.510
C 1.825 0.435 -2.038
F 4.129 0.194 -2.214
H 0.454 -2.588 5.496
H -0.431 -0.963 3.681
H -3.730 -1.408 2.247
C -0.349 -2.404 -1.702
H 2.817 -3.354 4.168
C -1.787 5.173 -3.379
H 4.235 -2.218 4.414
H 4.213 2.698 -2.841
S 1.170 -0.528 1.450
H 2.524 -2.414 6.483
Ru -1.145 0.670 -1.978
C 3.268 2.307 -2.541
C 0.055 -3.805 -1.479
C -2.201 -0.149 1.390
C -2.675 2.921 -3.023
H -3.883 0.414 2.490
H 2.121 -3.508 -2.197
C 2.154 3.096 -2.610
N -0.549 -1.356 -2.036
N -2.098 0.180 0.072
C 0.880 2.570 -2.486
C -0.528 4.724 -3.017
C 1.287 -4.191 -2.365
H 1.084 -4.110 -3.447
H 1.528 -5.238 -2.107
N 0.564 -1.151 3.979
H 2.898 -0.875 5.823
H -4.872 -0.961 0.051
F 2.264 4.321 -3.062
H 0.405 -3.869 -0.377
C 0.708 1.223 -2.203
C -0.372 3.328 -2.706
H 1.777 -0.656 -2.003
N -1.455 2.520 -2.671
C 2.365 -1.763 5.581
C 1.485 -1.095 3.060
C 3.119 -2.351 4.370
C -3.627 -0.419 1.810
C -2.849 4.242 -3.416
H -3.416 2.139 -3.067
H -0.786 -4.473 -1.578
O -1.233 -0.270 2.169
C 3.074 1.006 -2.223
H 0.389 5.324 -3.017
C -4.361 -0.121 0.519
N 2.735 -1.517 3.251
H -3.879 4.662 -3.558
H 0.325 -0.958 6.055
O -3.454 0.497 -1.640
H -5.162 0.554 0.600
H -1.979 6.204 -3.577
C 0.893 -1.617 5.352
C -3.303 0.245 -0.462

---

50
Properties=species:S:1:pos:R:3 method="wB97M-V/def2-TZVPD" orbital_gap_ev=8.61 smiles="COc1ccc(/C=C/CN2CCC[C@@H](C(=O)c3cc(F)ccc3F)C2)cc1"
H -6.566 0.832 -0.733
H -0.209 1.184 -1.784
H 3.026 2.785 1.433
H -2.513 0.592 -2.380
O -4.592 0.971 -1.015
C -3.362 1.365 -0.586
C 0.366 -1.900 0.480
C -0.378 -2.714 -0.365
C -2.436 -1.852 0.578
H 2.712 0.377 1.691
H 4.065 -1.632 -1.162
F -2.466 -3.447 -1.150
C 2.413 -0.622 -0.224
H 3.078 0.986 -2.396
C -5.706 1.227 -0.195
H -3.513 -1.848 0.590
H -1.611 2.798 1.917
H 1.647 2.326 -1.275
C -1.010 1.423 -1.101
H 0.116 -3.374 -1.061
C -1.701 -1.061 1.441
C 3.100 2.524 0.371
H 4.102 -0.568 1.116
H 4.543 0.111 -2.843
H -2.183 -0.419 2.160
C 4.659 1.070 -0.916
C -0.729 2.045 0.120
O 2.545 -2.835 0.689
C -2.298 1.084 -1.445
H 5.517 0.447 -0.636
H 5.042 2.022 -1.290
H 1.586 0.031 -0.510
C -3.101 1.997 0.625
H 3.655 3.317 -0.138
H -5.846 2.300 -0.029
C 3.873 0.343 -2.014
N 3.907 1.314 0.293
C 3.270 -0.942 -1.456
C 3.304 0.118 0.813
F 0.377 -0.304 2.222
C 0.626 2.335 0.563
H 0.733 2.473 1.632
C -1.801 2.319 0.967
C -1.759 -2.668 -0.311
C 1.864 -1.892 0.371
H 2.658 -1.434 -2.216
C 1.717 2.404 -0.199
H -3.898 2.236 1.312
H -5.620 0.719 0.772
C -0.320 -1.084 1.372

---

70
Properties=species:S:1:pos:R:3 method="wB97M-V/def2-TZVPD" s2=0.751 total_charge=+1 spin_multiplicity=2 orbital_gap_ev=8.25
H -1.009 -18.001 8.949
H -2.415 -7.653 11.365
H -0.195 -10.183 8.725
F -5.659 -20.979 13.583
O -2.053 -18.625 15.642
H 2.118 -11.548 11.566
O -1.739 -16.545 14.382
O -2.617 -16.678 8.592
F -3.728 -21.209 14.576
H -0.590 -16.251 8.505
C -0.661 -18.758 13.450
C -2.905 -16.364 9.811
C -3.390 -9.363 10.626
C -2.283 -12.139 13.137
C -2.207 -10.704 9.175
C -1.066 -9.922 9.302
O -2.970 -20.226 12.015
H -5.223 -14.931 11.220
I -7.579 -13.663 10.148
C -5.222 -13.852 14.355
F 0.463 -18.166 13.900
H -0.124 -10.694 12.532
I -5.325 -12.127 9.886
C -6.830 -15.857 15.280
H -4.923 -16.396 9.431
F -0.601 -20.056 13.789
H -5.359 -17.081 14.321
H -2.715 -11.480 12.396
H -4.327 -9.205 11.153
H -2.301 -11.602 8.529
H 0.958 -8.170 9.665
C -4.311 -12.772 13.926
N -4.219 -16.241 10.074
H 0.280 -7.643 11.141
C 0.089 -11.747 12.348
N -4.598 -15.769 11.329
C 1.346 -13.597 11.470
N -3.164 -13.203 13.379
H -8.159 -14.298 15.907
N -3.267 -18.071 13.365
N -3.334 -10.443 9.816
H -0.273 -6.852 9.667
S -2.065 -17.992 14.375
H -1.229 -17.441 7.290
O -4.594 -11.638 14.196
H 0.209 -15.388 11.373
C -1.105 -8.807 10.103
O -5.028 -18.825 11.909
Yb -2.865 -15.352 12.811
N -0.937 -13.914 12.230
F -4.983 -19.562 15.117
F -0.818 -18.582 12.112
C -4.618 -20.350 14.093
H 2.250 -13.986 11.030
C 0.022 -7.807 10.122
H -2.098 -11.527 14.065
C -7.220 -14.553 15.428
N -4.850 -15.112 14.076
C -2.324 -8.518 10.739
H -6.732 -12.474 15.061
H -5.218 -16.509 11.787
S -3.920 -19.365 12.636
C -6.400 -13.522 15.012
H -7.410 -16.745 15.564
C -0.967 -12.635 12.587
C -5.624 -16.080 14.596
C 0.219 -14.361 11.643
O -2.086 -16.210 10.728
C 1.276 -12.236 11.807
C -1.239 -17.122 8.311

---

52
Properties=species:S:1:pos:R:3 method="wB97M-V/def2-TZVPD" orbital_gap_ev=8.57 smiles="COc1ccc(-n2ncc(C(=O)N3CCN(c4ccc(F)cc4)CC3)c2C)cc1"
H 5.176 -2.144 0.129
F -0.110 4.095 0.130
H 1.676 0.611 -2.021
H 2.074 -1.556 -1.630
C 4.460 -1.517 0.665
N 4.021 0.507 -0.655
C -4.260 1.161 0.108
C 2.037 3.290 0.716
C -5.062 -1.092 -0.134
H -1.323 0.316 2.305
C -5.328 0.269 -0.012
C 1.805 1.349 -1.247
C 3.056 2.383 0.515
C -0.353 0.288 1.811
H 3.590 -0.008 -2.632
H 0.424 0.069 2.540
C -2.959 0.709 0.123
C 3.969 -0.467 -1.720
H -7.743 -0.734 0.699
C 0.784 2.261 -1.061
C -3.757 -1.545 -0.113
H -3.541 -2.597 -0.214
C -0.325 -0.770 0.773
H -4.478 2.215 0.182
H 4.471 -1.778 1.723
N -1.391 -1.165 0.036
H 0.637 -3.304 -1.050
H -2.151 1.418 0.189
C 0.733 -1.592 0.400
C 3.103 -1.683 -1.301
C 2.084 -1.525 0.973
C 0.903 3.216 -0.072
H 5.837 0.144 0.321
C 4.764 -0.011 0.482
H -0.147 1.269 1.385
N 3.137 -1.787 0.140
H -7.680 -0.563 -1.079
O -6.568 0.825 -0.008
H 4.999 -0.784 -1.910
C -7.687 -0.020 -0.129
C 2.960 1.376 -0.456
H -5.861 -1.808 -0.243
C -2.700 -0.656 0.029
H 3.501 -2.604 -1.744
H 4.461 0.515 1.384
C 0.175 -2.476 -0.548
H -0.104 2.223 -1.672
H 3.949 2.474 1.112
H -8.555 0.636 -0.097
O 2.270 -1.278 2.154
N -1.095 -2.213 -0.745
H 2.119 4.057 1.470

---

54
Properties=species:S:1:pos:R:3 method="wB97M-V/def2-TZVPD" orbital_gap_ev=8.52 smiles="CC[C@]1(c2ccccc2)NC(=O)N(CC(=O)N(C)CC(=O)Nc2cccc(F)c2)C1=O"
H -4.748 -0.765 -0.199
C -4.254 0.212 -0.600
N -1.150 -2.011 -0.284
C -2.729 1.904 -0.468
C -1.751 0.504 1.970
C 2.362 4.088 0.109
C 3.569 3.702 -0.656
O 4.820 -0.436 -0.775
F 0.551 3.894 1.363
H 2.353 -0.444 0.721
H 1.970 -4.214 -2.103
C 1.823 2.065 0.810
O -2.440 -3.725 0.512
C 1.277 -2.674 -0.101
N -2.949 -1.603 1.016
N 3.059 0.172 0.112
H -2.668 0.946 2.422
H 2.220 5.053 -0.101
N 2.411 -2.730 -0.744
O -0.218 0.214 -0.535
H -6.038 0.663 -1.634
C -1.052 -0.348 3.028
C -0.135 -2.732 -0.844
H -1.273 1.364 1.668
H -1.551 2.156 -0.509
C -2.251 -0.417 0.529
C 3.781 1.996 -0.526
H -1.514 -1.111 3.225
O 1.227 -1.938 1.180
H -0.301 -3.859 -0.329
H -0.755 0.298 3.737
C 2.451 -3.180 -1.866
C -0.990 -0.724 -0.097
H 4.357 -2.818 -0.139
C -3.444 2.609 -1.493
H 4.174 4.088 -1.196
H 3.526 -3.421 -2.132
H -5.204 3.029 -2.605
C -4.688 2.153 -1.841
H 0.050 -2.562 -1.790
C 1.632 3.271 0.801
H 3.463 -2.441 1.038
H 1.100 1.323 1.309
C -2.276 -2.700 0.682
H 4.659 1.937 -0.980
C -3.040 0.563 -0.065
C -5.271 1.164 -1.473
C 3.948 -0.705 -0.190
H -0.157 -0.852 2.558
H -3.054 3.640 -1.841
C 3.615 -2.252 0.170
H 2.293 -2.260 -2.745
C 2.989 1.402 0.206
H -3.781 -1.491 1.696

---

61
Properties=species:S:1:pos:R:3 method="wB97M-V/def2-TZVPD" total_charge=-1 orbital_gap_ev=4.12
O -0.999 -0.282 0.268
H 3.704 2.096 -0.407
H -1.101 6.819 2.752
H -1.768 5.603 0.620
H 1.379 -3.646 -2.728
H -1.864 3.392 0.743
H 2.900 -4.549 -2.493
H -3.805 -7.729 1.068
O 0.093 -5.174 0.637
C -5.201 -4.871 -1.091
S -3.431 -2.993 -0.115
Pt 0.875 -0.914 0.517
H 1.574 7.219 1.524
H -1.599 -3.087 -0.818
H 4.436 -3.907 -0.032
H 0.339 5.791 2.830
H -5.736 -8.163 -0.440
O 1.663 0.833 -0.213
O 2.677 -4.839 0.161
P 0.253 -3.795 0.114
H 4.029 6.339 -0.053
H -2.794 -5.492 1.183
C -4.122 -4.596 -0.237
C 3.398 5.459 -0.013
H 2.540 -0.729 -1.665
C -5.776 -6.131 -1.160
C 1.870 3.144 0.023
C -0.730 5.698 0.942
C 2.053 5.568 0.252
N -0.079 4.434 0.550
C -3.642 -5.668 0.533
C -0.684 5.855 2.457
C 1.074 1.923 0.046
C 1.411 6.910 0.488
C -0.799 3.305 0.561
H 1.957 -5.347 0.599
O 2.795 -1.609 0.767
H 1.338 -5.303 -2.115
C -0.304 2.050 0.333
C -0.079 6.848 0.188
H 1.897 7.659 -0.138
C 1.279 4.387 0.278
O 3.064 -1.537 -1.790
H -5.586 -4.064 -1.702
H -6.612 -6.297 -1.833
O 4.488 -3.051 -0.496
C -4.213 -6.929 0.460
C 3.248 3.060 -0.233
O -0.629 -3.352 -1.094
C 1.965 -3.884 -0.653
O 0.302 -2.689 1.201
P 3.034 -2.428 -0.480
H -0.572 7.780 0.467
H -1.265 5.068 2.940
O -2.524 1.328 0.283
C -1.367 0.945 0.301
H -0.236 6.702 -0.883
F 5.300 4.173 -0.480
C -5.290 -7.176 -0.384
C 3.975 4.212 -0.241
C 1.898 -4.368 -2.099

---

For reference, total energy by record: -49861.96027 -94505.51116 -53569.17866 -34206.49662 -133655.58059 -35960.00324 -40034.38396 -80538.44929 eV.
For reference, max |F| by record: 0.7 0.7 4.7 0.6 2.3 0.9 19.2 0.5 eV/A.